Here is a structure of composition C50H54LuN11O4S2 from OMol25. Energies are from ωB97M-V/def2-TZVPD.

Cartesian coordinates (Å):
Lu -0.3966 0.1467 0.4052
O -1.0983 3.5031 3.4183
C -2.4175 3.4055 3.6757
C -3.0149 4.4542 4.3602
C -4.3242 4.2656 4.8062
C -5.0827 3.1406 4.4281
C -4.4633 2.0667 3.7812
C -3.1303 2.2455 3.3420
C -2.4636 1.1735 2.6297
O -1.1802 1.1789 2.3784
N -3.2869 0.1857 2.2150
N -2.6256 -0.7100 1.4729
C -3.4339 -1.6903 1.0265
C -3.1030 -2.6627 0.0491
C -3.7569 -3.9100 0.0527
C -3.2881 -4.9404 -0.7428
C -2.1148 -4.7226 -1.5077
C -1.5100 -3.4926 -1.5921
C -1.9526 -2.3944 -0.8167
O -1.3792 -1.2314 -0.9084
H -0.8397 2.6629 2.8972
H -2.4036 5.3276 4.5038
H -4.7492 5.0016 5.4951
H -6.1572 3.0692 4.6773
H -5.0669 1.1610 3.6390
H -4.4002 -1.8237 1.5333
H -4.6314 -4.0591 0.7280
H -3.7615 -5.9309 -0.6731
H -1.7997 -5.5120 -2.1670
H -0.6378 -3.2542 -2.1780
C 2.4572 -0.8791 -5.5351
N 2.5576 -0.4575 -4.1328
C 2.5100 0.9497 -3.8874
C 2.8137 -1.3247 -3.1015
N 2.4618 -1.0200 -1.8389
C 3.2627 -1.3063 -0.6883
C 4.6438 -1.1702 -0.7677
C 5.5154 -1.4652 0.3018
C 4.9486 -1.7823 1.5189
C 3.5481 -1.8809 1.6332
C 2.6407 -1.6205 0.5535
N 1.2892 -1.4051 0.8805
C 0.8378 -2.2090 1.9062
N 0.4304 -1.6112 3.0626
C -0.6781 -2.1319 3.8893
C 1.0319 -0.3483 3.4659
N 0.9355 -3.5559 1.8691
C 1.3034 -4.2907 0.6409
C 0.9109 -4.4323 3.0475
N 3.2132 -2.5744 -3.5107
C 2.6863 -3.7223 -2.7554
C 4.4901 -2.8084 -4.2525
H 1.7992 -0.2169 -6.0765
H 2.1595 -1.9002 -5.7201
H 3.4500 -0.7089 -6.0273
H 2.5561 1.4387 -4.8575
H 3.3650 1.2766 -3.3207
H 1.6367 1.3113 -3.3111
H 5.0616 -0.9434 -1.7374
H 6.5989 -1.4954 0.1395
H 5.5112 -2.0922 2.4218
H 3.1266 -2.2602 2.5342
H -0.3009 -2.3560 4.8833
H -1.1089 -3.0123 3.3719
H -1.4318 -1.3632 3.9718
H 1.6687 -0.4631 4.3740
H 0.2725 0.3523 3.7937
H 1.6019 0.0545 2.5907
H 1.4274 -3.5626 -0.1672
H 0.4662 -4.9853 0.3588
H 2.2288 -4.8737 0.8228
H 1.0802 -3.8538 3.9971
H 1.6764 -5.2471 2.9908
H -0.0503 -4.9040 3.1428
H 1.5846 -3.6408 -2.6806
H 3.1469 -3.9146 -1.7423
H 2.9024 -4.6119 -3.3591
H 4.8689 -1.8907 -4.6971
H 4.2992 -3.5504 -5.0336
H 5.1866 -3.3123 -3.5353
S 1.9586 5.6728 1.3884
C 3.2204 4.8960 2.3757
C 4.2026 5.4837 3.1624
C 4.9886 4.6686 4.0091
C 4.7512 3.2895 4.0737
C 3.7930 2.6924 3.2659
C 2.8863 3.5104 2.5646
N 1.6846 3.1116 1.9876
C 1.1280 4.1191 1.3340
C -0.1948 4.0449 0.6906
C -1.0077 5.2434 0.5506
C -2.2619 5.1371 -0.0248
C -2.8348 3.8889 -0.3647
C -1.9994 2.7390 -0.1994
C -0.7573 2.8507 0.3473
H 4.3629 6.5948 3.2113
H 5.7692 5.1430 4.6121
H 5.3545 2.6709 4.7824
H 3.6475 1.6570 3.2675
H -0.6245 6.2040 0.8876
H -2.7848 6.0585 -0.2618
H -3.8459 3.7991 -0.6955
H -2.3655 1.7870 -0.6576
O 0.8686 0.9918 -0.8891
H 1.7391 -0.2851 -1.6660
H 0.9541 1.9340 -1.1056
N -1.5148 2.8796 -3.2796
C -2.3103 1.8360 -3.5862
N -3.3434 1.3930 -2.8992
C -4.1554 0.5389 -3.6687
C -5.3079 -0.1622 -3.2327
C -5.9582 -1.0493 -4.0827
C -5.4197 -1.2436 -5.3582
C -4.3155 -0.5112 -5.8084
C -3.6544 0.3550 -4.9915
S -2.0921 1.1006 -5.1685
H -1.5675 3.3139 -2.3617
H -0.6341 2.9030 -3.7677
H -5.6167 -0.0425 -2.1807
H -6.9006 -1.5155 -3.6966
H -5.8683 -1.9311 -6.0542
H -4.0979 -0.6500 -6.8651

The HOMO-LUMO gap is 5.513 eV. The value obtained for the energy is -4872.9179 a.u. Its charge is 0.


Here is a structure of composition C50H54N3O2P2RbSSi2 from OMol25. Energies are from ωB97M-V/def2-TZVPD.

Cartesian coordinates (Å):
Rb -0.3284 0.6596 0.8854
C 2.5571 3.3674 2.6761
Si 2.8425 3.4999 0.8256
C 2.2785 5.2146 0.3012
C 4.7184 3.5190 0.6114
N 2.0019 2.2737 0.0686
P 2.0926 1.5956 -1.3881
C 0.7150 0.7556 -1.7681
P 0.4399 -0.7537 -2.3995
N -0.7130 -1.5542 -1.6245
Si -1.5278 -2.9712 -1.9664
C -1.2350 -4.2908 -0.6431
C -3.3870 -2.6795 -1.9775
C -1.1434 -3.8254 -3.6022
C -0.1636 -0.5687 -4.1721
C -1.2188 0.3567 -4.3243
C -1.7954 0.6070 -5.5613
C -1.3347 -0.0567 -6.6992
C -0.3092 -0.9781 -6.5705
C 0.2619 -1.2332 -5.3192
C 1.8882 -1.8954 -2.5621
C 1.9970 -2.9455 -1.6415
C 3.0664 -3.8363 -1.6844
C 4.0530 -3.6936 -2.6543
C 3.9719 -2.6428 -3.5591
C 2.9075 -1.7453 -3.5001
C 3.7335 0.7359 -1.4787
C 4.5125 0.6451 -2.6294
C 5.7425 -0.0111 -2.6229
C 6.1978 -0.6289 -1.4667
C 5.4146 -0.5851 -0.3165
C 4.2009 0.0956 -0.3233
C 2.3440 3.0273 -2.5858
C 1.1822 3.5774 -3.1546
C 1.2332 4.7283 -3.9335
C 2.4508 5.3599 -4.1799
C 3.6096 4.8295 -3.6332
C 3.5513 3.6817 -2.8412
H 2.9099 4.2614 3.2163
H 3.0855 2.4920 3.0813
H 1.4873 3.2322 2.8891
H 2.7779 6.0057 0.8834
H 1.1923 5.3095 0.4425
H 2.4941 5.3773 -0.7659
H 5.1683 4.2703 1.2774
H 4.9947 3.7716 -0.4218
H 5.1566 2.5381 0.8453
H -0.9803 -3.7979 0.3063
H -0.4133 -4.9684 -0.9223
H -2.1433 -4.9024 -0.4869
H -3.6993 -2.2381 -1.0179
H -3.9482 -3.6189 -2.1246
H -3.6602 -1.9782 -2.7797
H -0.0560 -3.9362 -3.7320
H -1.5233 -3.2391 -4.4493
H -1.5987 -4.8257 -3.6353
H -1.5597 0.8851 -3.4411
H -2.6055 1.3245 -5.6451
H -1.7751 0.1418 -7.6699
H 0.0484 -1.5147 -7.4436
H 1.0240 -1.9989 -5.2489
H 1.2140 -3.0521 -0.8962
H 3.1311 -4.6413 -0.9583
H 4.8868 -4.3873 -2.6964
H 4.7577 -2.5016 -4.2948
H 2.8831 -0.8994 -4.1777
H 4.1508 1.0872 -3.5507
H 6.3325 -0.0639 -3.5328
H 7.1507 -1.1500 -1.4631
H 5.7544 -1.0784 0.5885
H 3.5980 0.1592 0.5746
H 0.2462 3.0581 -2.9740
H 0.3202 5.1331 -4.3570
H 2.4952 6.2541 -4.7918
H 4.5640 5.3142 -3.8114
H 4.4681 3.3070 -2.4027
N -1.6940 -2.0549 2.0847
S -2.3482 -3.1067 3.0070
C -3.0299 -2.3189 4.4794
C -2.6099 -1.0271 4.7338
C -3.0575 -0.3882 5.8897
C -3.8947 -1.0539 6.7757
C -4.2934 -2.3661 6.5152
C -3.8585 -3.0069 5.3642
C -3.9226 -3.6587 2.3324
C -4.1318 -5.0173 2.1638
C -5.3164 -5.4625 1.5772
C -6.2632 -4.5421 1.1532
C -6.0325 -3.1782 1.3105
C -4.8604 -2.7340 1.9040
H -2.2792 -1.2634 1.8282
H -1.9193 -0.5227 4.0543
H -2.7377 0.6317 6.0861
H -4.2375 -0.5548 7.6762
H -4.9473 -2.8851 7.2075
H -4.1830 -4.0208 5.1419
H -3.3622 -5.7211 2.4711
H -5.4860 -6.5247 1.4339
H -7.1766 -4.8839 0.6761
H -6.7658 -2.4586 0.9632
H -4.6685 -1.6694 2.0219
O -2.3592 2.1497 2.4748
C -1.5835 2.0049 3.4497
O -0.6886 1.1249 3.5915
C -1.7520 2.9726 4.6214
C -0.8565 2.9510 5.6872
C -1.0234 3.8136 6.7671
C -2.0952 4.7023 6.7903
C -2.9920 4.7282 5.7260
C -2.8157 3.8688 4.6453
H -0.0337 2.2447 5.6416
H -0.3156 3.7957 7.5904
H -2.2266 5.3746 7.6297
H -3.8265 5.4225 5.7373
H -3.4928 3.8710 3.7976

The HOMO-LUMO gap is 5.009 eV. The value obtained for the energy is -3936.5827 a.u. Its charge is -2.


The energy relative to the best compared isomer or geometry (same formula, charge and spin) results, record by record, are as follows: 48.5, 25.7 kcal per mole.